[1]
Entry from OMol25: a structure of composition C18H43B2BrCa2ClMgN2O13 at a distorted geometry (ωB97M-V/def2-TZVPD).

Structure (XYZ):
```
83
Properties=species:S:1:pos:R:3:mulliken_charge:R:1
C -4.045 -1.347 -4.220 -1.156
C -3.247 -0.762 -3.029 -0.320
C -2.801 -1.895 -2.012 -0.423
C -2.623 -1.265 -0.638 0.012
C -1.327 -0.498 -0.526 -0.828
B -1.345 0.704 0.609 1.099
O -1.967 1.945 0.194 -0.500
C -1.409 2.492 -0.980 -0.350
C -1.388 4.026 -1.001 -0.765
C -1.366 4.693 0.377 -0.954
O -2.096 0.190 1.754 -0.583
B -2.535 1.219 2.554 0.993
O -1.705 2.251 3.001 -0.784
O -3.840 1.209 3.000 -0.580
C 0.212 0.949 1.151 0.519
O 0.930 0.088 1.779 -0.749
O 0.766 2.094 0.968 -0.027
H -4.622 -2.248 -3.985 0.124
H -4.711 -0.578 -4.610 0.382
H -3.363 -1.623 -5.022 0.247
H -3.864 -0.081 -2.444 0.495
H -2.343 -0.268 -3.371 0.205
H -3.546 -2.687 -2.034 0.222
H -1.864 -2.301 -2.406 0.213
H -2.670 -2.054 0.103 0.554
H -3.555 -0.474 -0.380 0.006
H -0.980 -0.195 -1.516 0.457
H -0.601 -1.247 -0.161 -0.124
H -0.405 2.124 -1.219 0.285
H -2.046 2.167 -1.814 0.235
H -2.208 4.436 -1.593 0.363
H -0.462 4.320 -1.519 0.253
H -2.234 4.361 0.939 0.182
H -0.403 4.492 0.890 -0.088
H -1.432 5.771 0.244 0.529
H -1.802 2.985 2.389 0.198
H -4.452 1.292 2.264 0.249
Mg 2.170 -1.700 1.482 0.714
Cl -4.895 -0.608 0.485 -0.244
O -0.795 -1.435 -4.927 -0.193
H -0.340 -2.288 -4.912 -0.023
H -0.235 -0.856 -5.471 0.230
C -6.952 -3.804 -2.144 -0.880
C -5.821 -4.546 -2.696 0.448
N -4.939 -5.127 -3.142 -0.509
H -6.796 -3.618 -1.082 0.263
H -7.054 -2.851 -2.659 0.337
H -7.866 -4.381 -2.273 0.344
Ca 2.020 3.715 1.155 1.523
C -7.156 -7.031 0.412 -0.729
N -8.253 -6.522 -0.456 0.864
O -9.086 -5.807 0.054 -0.510
O -8.230 -6.859 -1.620 -0.493
H -7.307 -6.649 1.415 0.306
H -7.204 -8.115 0.397 0.305
H -6.218 -6.674 -0.005 0.257
O -4.147 5.073 -1.563 -0.734
H -4.289 4.168 -1.881 0.240
Ca 1.291 -3.100 -5.866 0.251
C 9.450 3.291 0.664 -0.821
O 8.706 2.109 0.887 -0.282
C 9.476 1.024 1.386 -0.527
C 8.790 0.318 2.538 -0.205
O 8.703 1.058 3.747 -0.451
C 7.864 2.196 3.798 -0.333
C 6.377 1.920 3.695 -0.500
O 6.004 1.489 2.386 -0.300
C 5.103 0.408 2.370 -0.923
H 9.961 3.246 -0.303 0.308
H 8.754 4.130 0.658 0.224
H 10.183 3.462 1.457 0.393
H 10.465 1.359 1.710 0.347
H 9.609 0.306 0.568 0.387
H 9.400 -0.553 2.785 0.429
H 7.813 -0.070 2.243 -0.022
H 8.179 2.949 3.073 0.109
H 8.038 2.632 4.784 0.419
H 5.838 2.854 3.900 0.331
H 6.091 1.182 4.450 0.353
H 5.341 -0.336 3.135 0.411
H 5.182 -0.076 1.394 0.254
H 4.071 0.767 2.508 0.371
Br 0.056 -0.932 3.723 -0.331
```

The calculation puts the total energy at -6437.83466 Ha. The value obtained for the lowest unoccupied orbital energy is -6.240 eV. Its charge is +1.


[2]
Entry from OMol25: a structure of composition C18H43BrClNO6P (ωB97M-V/def2-TZVPD).

Structure (XYZ):
```
71
Properties=species:S:1:pos:R:3:mulliken_charge:R:1
C 0.540 -0.678 6.654 -1.070
C -0.811 -0.701 5.919 -0.662
C -0.955 -1.899 4.980 -0.344
Br -2.637 -1.851 4.022 0.000
P 0.311 -1.997 3.664 0.469
Cl 1.658 -3.350 4.163 -0.146
C 1.072 -0.429 3.227 -0.238
C 2.566 -0.279 3.547 -0.692
C 3.036 1.140 3.190 -0.840
N 4.398 1.461 3.550 -0.588
H 1.194 0.114 6.287 0.218
H 0.398 -0.503 7.720 0.371
H 1.077 -1.627 6.565 0.341
H -1.637 -0.775 6.627 0.526
H -0.981 0.220 5.358 0.390
H -0.910 -2.837 5.536 0.446
H -0.309 -2.525 2.534 0.149
H 0.486 0.347 3.732 0.332
H 0.892 -0.322 2.152 0.289
H 2.760 -0.469 4.607 0.339
H 3.136 -1.015 2.973 0.427
H 2.924 1.291 2.111 0.351
H 2.377 1.870 3.673 0.408
H 4.556 1.405 4.551 0.248
H 5.069 0.844 3.107 0.248
C -3.638 0.264 -4.876 -0.785
O -3.957 0.338 -3.503 -0.160
C -5.295 -0.040 -3.238 -0.723
C -5.503 -0.234 -1.752 -0.357
O -4.971 -1.458 -1.253 -0.465
C -3.574 -1.483 -1.041 -0.502
C -3.127 -0.889 0.276 -0.095
O -3.136 0.521 0.220 -0.243
C -3.130 1.117 1.489 -0.456
H -4.265 0.937 -5.470 0.327
H -2.596 0.562 -4.986 0.182
H -3.762 -0.755 -5.257 0.346
H -5.538 -0.972 -3.764 0.383
H -5.983 0.740 -3.594 0.420
H -6.576 -0.290 -1.565 0.389
H -5.096 0.622 -1.209 0.208
H -3.049 -0.987 -1.858 0.132
H -3.292 -2.539 -1.039 0.374
H -2.103 -1.243 0.489 0.089
H -3.787 -1.242 1.082 0.419
H -4.025 0.848 2.063 0.315
H -3.105 2.196 1.352 0.274
H -2.245 0.815 2.070 -0.045
C 4.896 0.229 -5.964 -0.765
O 4.030 0.108 -4.858 -0.260
C 4.729 0.000 -3.637 -0.663
C 3.781 0.183 -2.473 -0.306
O 3.424 1.535 -2.238 -0.407
C 2.360 2.044 -3.030 -0.504
C 1.000 1.801 -2.423 -0.496
O 0.618 0.447 -2.578 -0.405
C -0.476 0.111 -1.762 -0.507
H 5.549 -0.647 -6.060 0.303
H 4.277 0.306 -6.855 0.234
H 5.523 1.123 -5.881 0.321
H 5.520 0.759 -3.580 0.353
H 5.202 -0.990 -3.557 0.410
H 4.302 -0.143 -1.569 0.352
H 2.894 -0.440 -2.616 0.236
H 2.400 1.640 -4.044 0.298
H 2.515 3.123 -3.075 0.390
H 0.266 2.461 -2.906 0.395
H 1.033 2.058 -1.354 0.262
H -0.233 0.260 -0.699 0.046
H -0.701 -0.941 -1.935 0.326
H -1.367 0.708 -1.989 0.390
```

The calculation puts the total energy at -4593.03917 Ha. The value obtained for the lowest unoccupied orbital energy is -3.616 eV. Its charge is +1.


[3]
Entry from OMol25: a cluster of 3 separate species, C18H43BrClNP in total at a distorted geometry (ωB97M-V/def2-TZVPD).

Structure (XYZ):
```
65
Properties=species:S:1:pos:R:3:mulliken_charge:R:1
C -1.264 -5.803 1.887 -1.010
C -1.920 -5.831 3.302 -0.741
C -2.975 -4.727 3.530 -0.396
Br -3.707 -4.822 5.351 -0.008
P -2.349 -3.002 3.253 0.456
Cl -3.184 -2.197 1.544 -0.089
C -0.500 -2.835 3.164 -0.752
C -0.076 -2.355 1.733 -0.371
C 1.487 -2.300 1.602 -0.910
N 1.840 -2.127 0.171 -0.564
H -0.193 -5.605 1.995 0.219
H -1.323 -6.812 1.470 0.405
H -1.751 -5.124 1.180 0.296
H -2.451 -6.784 3.396 0.487
H -1.178 -5.824 4.106 0.446
H -3.807 -4.892 2.839 0.459
H -2.781 -2.172 4.322 0.190
H -0.014 -3.771 3.452 0.429
H -0.185 -2.067 3.882 0.572
H -0.425 -3.117 1.027 0.363
H -0.446 -1.358 1.485 0.219
H 1.884 -1.429 2.132 0.369
H 1.927 -3.221 1.994 0.456
H 1.461 -2.942 -0.293 0.269
H 1.317 -1.313 -0.132 0.195
C -2.751 4.727 -1.107 -1.274
C -2.647 3.600 -2.129 0.353
C -3.697 2.507 -1.936 -0.812
C -3.614 1.758 -0.605 -0.990
C -2.271 1.084 -0.327 0.114
C -1.917 0.001 -1.341 -0.957
H -2.584 4.367 -0.090 0.290
H -2.003 5.495 -1.309 0.397
H -3.736 5.197 -1.145 0.311
H -1.640 3.173 -2.103 -0.408
H -2.772 4.024 -3.129 0.422
H -3.618 1.793 -2.761 0.321
H -4.693 2.951 -2.019 0.397
H -4.404 1.000 -0.584 0.347
H -3.838 2.446 0.215 0.398
H -2.312 0.629 0.671 0.208
H -1.471 1.828 -0.290 0.172
H -2.683 -0.779 -1.365 0.329
H -0.966 -0.469 -1.073 0.065
H -1.809 0.407 -2.346 0.391
C 6.033 3.221 -2.140 -1.206
C 4.829 3.470 -1.239 -0.420
C 4.270 2.194 -0.609 -0.698
C 3.735 1.160 -1.601 -0.524
C 2.632 1.665 -2.531 -0.655
C 1.373 2.101 -1.791 -0.543
H 5.777 2.586 -2.990 0.285
H 6.413 4.163 -2.537 0.383
H 6.841 2.739 -1.586 0.297
H 4.050 3.990 -1.803 0.235
H 5.129 4.148 -0.436 0.372
H 3.478 2.468 0.096 0.327
H 5.054 1.723 -0.008 0.405
H 3.358 0.300 -1.036 0.101
H 4.560 0.777 -2.209 0.364
H 2.370 0.860 -3.224 0.376
H 3.000 2.490 -3.146 0.343
H 0.962 1.277 -1.201 -0.092
H 0.608 2.419 -2.503 0.279
H 1.567 2.941 -1.121 0.313
```

The calculation puts the total energy at -4141.69753 Ha. The value obtained for the lowest unoccupied orbital energy is -4.233 eV. Its charge is +1.


In order of appearance, gap between HOMO and LUMO = 1.95; 7.48; 8.22 eV.